Record 1
6
Properties=species:S:1:pos:R:3:forces:R:3 method="wB97M-V/def2-TZVPD" orbital_gap_ev=5.5 e_above_lowest_ev=2.165 e_homo_ev=-3.550 charge=-1 lumo_energy_ev=1.93 total_energy_ha=-719.28211 fmax_ha_per_bohr=0.18676
Cs 0.751 -1.797 -1.404 -1.1 -8.3 -4.6
S -0.128 0.326 0.287 -3.9 7.6 2.7
O 1.082 -0.027 -0.487 3.0 5.9 3.1
O -1.046 1.073 -0.635 0.9 -1.2 -0.4
O -0.834 -0.811 0.823 0.1 -3.2 -0.2
O 0.175 1.235 1.415 1.1 -0.7 -0.5

Record 2
22
Properties=species:S:1:pos:R:3:forces:R:3 method="wB97M-V/def2-TZVPD" orbital_gap_ev=9.5 e_above_lowest_ev=1.714 e_homo_ev=-12.502 charge=+1 lumo_energy_ev=-3.00 total_energy_ha=-1124.03244 fmax_ha_per_bohr=0.09035
N -1.340 1.092 1.273 -0.1 1.7 -1.0
C -0.131 0.056 0.974 -2.2 1.8 -0.4
C 1.117 0.894 1.000 2.0 -2.2 3.4
S 1.428 2.065 -0.198 -0.3 1.4 -2.4
S 1.386 0.983 -1.966 0.7 0.1 0.5
C 3.126 0.421 -1.966 -1.6 0.8 1.1
H -2.298 0.772 1.003 0.9 -0.3 -0.4
H -1.477 1.573 2.158 0.6 -0.5 0.8
H -1.127 1.930 0.642 -0.3 -1.4 0.4
H -0.208 -0.708 1.763 0.1 0.0 -0.9
H -0.488 -0.052 -0.052 0.6 -1.8 0.1
H 2.134 0.275 1.237 -2.7 1.1 -0.3
H 0.854 1.518 1.873 1.3 0.0 0.2
H 3.339 -0.286 -1.236 -0.1 -1.4 1.7
H 3.334 -0.069 -2.836 0.4 -0.9 -2.8
H 3.784 1.208 -1.780 0.9 1.6 -0.1
H -2.843 -1.153 -0.313 -0.5 1.3 -1.0
H -3.513 -0.146 -1.366 -1.8 -0.3 -2.5
O -3.008 -0.215 -0.612 2.5 -1.1 3.8
H -0.898 -3.522 0.760 0.8 -1.1 0.9
H -1.748 -3.610 -0.524 0.2 -0.2 0.2
O -1.424 -3.028 0.170 -1.1 1.5 -1.1

Record 3
110
Properties=species:S:1:pos:R:3:forces:R:3 method="wB97M-V/def2-TZVPD" orbital_gap_ev="2.8 / 7.8" multiplicity=2 e_homo_ev="-1.045 / -6.087" charge=-1 lumo_energy_ev="1.71 / 1.71" total_energy_ha=-8022.46800 fmax_ha_per_bohr=0.10802
C 2.222 -16.414 17.132 -1.0 -1.1 0.6
C 0.850 -15.948 17.686 0.9 -0.1 -0.2
O -0.171 -16.049 16.671 -2.2 -2.2 -0.3
C -1.030 -17.175 16.653 1.4 0.2 0.1
O -0.975 -18.197 17.315 0.0 2.4 -1.0
C -2.217 -16.970 15.569 1.6 -0.2 2.1
F -3.357 -17.024 16.272 -0.3 -0.7 -0.2
F -2.186 -15.786 15.032 0.2 0.9 -1.0
F -2.167 -17.918 14.636 -0.3 0.2 0.2
H 2.568 -16.090 16.151 -0.4 0.3 0.1
H 2.056 -17.487 17.036 0.4 -0.2 -0.4
H 3.027 -16.326 17.861 -0.1 0.4 0.2
H 0.860 -14.917 18.040 -0.2 0.0 -0.3
H 0.560 -16.584 18.522 0.1 0.0 0.0
C 4.323 -18.257 11.648 0.1 1.1 0.5
C 4.872 -18.222 13.103 -1.3 0.0 -0.7
O 4.210 -19.208 13.868 2.5 -1.1 -0.5
C 2.994 -18.916 14.421 -0.6 -3.1 1.7
O 2.495 -17.787 14.358 -1.7 3.0 -0.2
C 2.340 -20.137 15.125 2.7 3.1 -3.0
F 1.182 -20.445 14.447 -0.3 -0.8 0.9
F 3.210 -21.161 15.060 -0.9 -0.7 0.4
F 2.014 -19.919 16.415 -0.7 -0.4 0.5
H 4.730 -17.407 11.101 0.4 0.1 -0.2
H 3.250 -18.065 11.616 -0.1 -0.4 0.3
H 4.568 -19.167 11.099 0.0 -0.1 0.3
H 4.743 -17.267 13.612 -0.3 0.3 -0.5
H 5.953 -18.350 13.041 0.0 -0.8 0.4
C 1.093 -18.958 20.291 0.5 -1.1 0.8
C 1.782 -20.300 19.971 0.3 1.5 -2.7
O 1.161 -21.437 20.492 -0.6 -1.3 1.5
C 1.624 -22.622 20.158 3.7 -0.7 -3.4
O 2.581 -22.844 19.338 -4.0 0.9 3.7
C 0.797 -23.787 20.803 -0.4 -0.2 -2.1
F 1.036 -23.986 22.082 0.4 -0.2 0.3
F -0.517 -23.519 20.675 0.4 -0.1 0.0
F 1.049 -24.927 20.077 -0.2 1.1 1.2
H 0.889 -18.902 21.360 0.1 0.2 0.1
H 0.143 -18.795 19.781 0.3 -0.2 -0.2
H 1.840 -18.210 20.025 -0.3 0.2 0.0
H 2.865 -20.299 20.091 0.0 -0.1 0.9
H 1.735 -20.409 18.887 -0.1 0.0 -0.3
C 0.247 -17.783 10.806 -0.6 -0.1 -1.0
C -0.164 -18.702 11.904 0.0 1.3 1.0
O -0.280 -20.003 11.354 -1.3 -2.4 -0.3
C -1.072 -20.969 11.916 0.5 3.0 3.6
O -1.464 -20.921 13.094 0.5 -0.5 -3.6
C -1.335 -22.159 10.981 0.9 2.3 0.8
F -2.547 -22.596 11.172 -1.3 -0.9 0.0
F -1.174 -21.819 9.719 -0.1 -0.1 -1.0
F -0.444 -23.054 11.303 0.8 -1.7 0.1
H 1.129 -18.209 10.327 0.2 0.6 -0.1
H 0.331 -16.755 11.161 0.5 -0.1 0.1
H -0.565 -17.735 10.081 0.1 -0.1 -0.4
H -1.123 -18.332 12.269 -0.1 -0.5 0.4
H 0.605 -18.597 12.669 -0.2 -0.8 0.5
C -5.329 -14.737 13.938 -0.1 0.0 -0.3
C -6.260 -15.850 14.381 1.6 -0.5 0.6
O -7.562 -15.428 14.781 -1.4 -0.3 -0.3
C -8.551 -15.389 13.866 2.5 0.6 -1.7
O -8.348 -15.411 12.657 -1.1 -0.3 2.4
C -9.943 -15.182 14.539 2.5 0.2 -1.1
F -10.630 -16.279 14.319 -1.1 -0.4 0.2
F -9.789 -14.981 15.850 -0.9 0.3 -0.5
F -10.493 -14.138 13.893 -0.5 -0.3 1.0
H -5.700 -14.250 13.036 0.1 0.1 0.0
H -4.346 -15.165 13.741 -0.1 -0.2 -0.3
H -5.125 -14.009 14.723 -0.4 0.1 0.1
H -5.810 -16.284 15.274 -0.3 0.1 0.4
H -6.246 -16.715 13.718 -0.6 0.4 -0.5
Cl -5.885 -19.686 14.997 -0.6 0.0 0.2
C -4.312 -20.538 15.002 -0.5 -0.4 -0.9
C -4.464 -22.005 14.512 1.2 1.0 0.6
Cl -5.265 -22.942 15.788 -0.5 -0.3 -0.1
H -3.932 -20.485 16.023 0.1 -0.1 -0.2
H -3.770 -19.893 14.310 0.6 -0.6 0.2
H -3.468 -22.444 14.451 0.1 0.2 -0.1
H -4.923 -22.124 13.530 -0.4 0.2 0.3
Cl 3.046 -12.714 13.184 0.0 -0.3 -0.5
C 2.701 -14.335 12.458 -1.2 -0.6 1.3
C 1.578 -15.031 13.371 0.8 0.8 -1.5
Cl 0.002 -14.095 13.241 0.8 -0.4 0.1
H 3.641 -14.886 12.455 -0.2 -0.1 0.4
H 2.410 -14.240 11.411 -0.3 0.3 0.2
H 1.912 -15.081 14.408 -0.3 0.2 -0.2
H 1.333 -16.035 13.025 0.3 0.1 0.1
Cl 1.523 -14.959 20.929 0.6 0.1 0.0
C 3.329 -14.755 20.751 -1.1 -0.7 -0.2
C 3.690 -13.393 20.205 0.8 -0.3 0.4
Cl 3.273 -13.066 18.511 -0.4 -0.2 0.0
H 3.651 -15.598 20.141 0.0 0.3 -0.4
H 3.742 -14.992 21.732 0.0 0.7 0.1
H 4.780 -13.384 20.208 0.0 0.3 0.2
H 3.290 -12.581 20.813 0.1 -0.2 0.0
Cl -4.963 -18.880 18.234 0.3 -0.2 -0.2
C -3.699 -18.987 19.508 -1.5 0.6 0.6
C -3.150 -20.350 19.630 0.7 -1.2 -1.7
Cl -1.967 -20.405 20.931 0.1 -0.1 0.5
H -4.298 -18.837 20.406 0.5 0.8 0.1
H -2.937 -18.237 19.296 -0.2 -0.1 0.2
H -2.608 -20.583 18.713 0.2 -0.1 0.0
H -3.891 -21.144 19.723 -0.1 0.3 0.4
Cl 7.374 -16.878 16.266 1.2 -0.4 -0.2
C 5.760 -16.408 16.670 -1.4 0.6 0.5
C 5.522 -14.954 16.285 0.2 0.7 -0.8
Cl 5.747 -14.739 14.517 0.2 0.0 -0.3
H 5.661 -16.534 17.748 -0.1 0.1 0.0
H 5.065 -17.102 16.199 -0.1 0.2 -0.2
H 6.249 -14.273 16.726 0.1 -0.3 0.2
H 4.555 -14.464 16.396 -0.2 -0.9 0.7

Record 4
48
Properties=species:S:1:pos:R:3:forces:R:3 method="wB97M-V/def2-TZVPD" orbital_gap_ev=4.7 e_above_lowest_ev=3.935 e_homo_ev=-6.579 charge=0 lumo_energy_ev=-1.90 total_energy_ha=-1189.51126 fmax_ha_per_bohr=0.03390
C 2.474 -1.743 -0.584 0.4 0.4 -0.6
C 1.531 -2.143 0.459 -1.4 -0.7 0.8
C 1.484 -1.355 1.659 0.0 -0.2 -0.2
O 2.322 -0.488 1.908 0.0 0.0 0.3
C 0.301 -1.625 2.591 0.6 -0.1 0.1
C -0.943 -1.769 1.768 -0.2 -0.5 -0.8
O -0.802 -2.810 0.743 -0.3 0.2 0.6
C 0.372 -2.961 0.078 1.3 0.1 -0.2
O 0.431 -3.783 -0.833 -0.6 0.3 0.3
H 2.181 -2.208 -1.526 0.1 0.2 -0.1
H 2.489 -0.647 -0.655 0.1 -0.2 -0.2
H 3.492 -2.049 -0.347 0.2 0.3 -0.1
H 0.481 -2.552 3.155 0.0 0.2 0.0
H 0.204 -0.793 3.292 0.0 -0.1 0.0
H -1.789 -2.105 2.371 0.0 0.1 -0.1
H -1.203 -0.814 1.285 0.1 -0.3 0.0
C 0.855 -8.564 4.901 0.4 0.3 0.0
O 1.941 -7.611 4.951 -0.3 -0.1 -0.4
C 2.234 -6.899 3.835 -0.2 0.2 -0.3
C 3.292 -5.958 3.944 -0.6 -0.7 0.2
C 3.616 -5.178 2.867 -0.1 0.3 -0.8
C 2.923 -5.282 1.623 -0.8 -0.6 0.9
C 3.356 -4.487 0.528 0.5 0.1 -0.3
C 3.411 -4.872 -0.834 0.3 -0.1 -0.4
C 4.176 -4.083 -1.756 -0.2 0.0 0.6
C 4.129 -4.292 -3.105 -0.2 -0.4 -0.6
C 3.308 -5.327 -3.625 -0.5 0.3 0.2
O 3.124 -5.335 -4.967 0.0 -0.4 0.6
C 2.205 -6.289 -5.540 0.2 0.2 0.2
C 2.694 -6.242 -2.734 0.2 0.1 -0.5
C 2.803 -6.040 -1.373 -0.2 0.1 -0.1
C 1.843 -6.199 1.554 0.4 0.1 -0.1
C 1.520 -7.019 2.619 0.3 -0.1 0.8
H 0.737 -8.889 5.934 0.0 0.0 -0.2
H -0.076 -8.105 4.541 0.3 0.0 0.1
H 1.117 -9.420 4.264 0.0 0.2 0.1
H 3.830 -5.890 4.887 -0.1 0.0 -0.2
H 4.448 -4.478 2.928 -0.2 -0.1 0.1
H 3.940 -3.608 0.805 -0.1 -0.2 -0.1
H 4.806 -3.291 -1.355 -0.2 -0.1 -0.2
H 4.677 -3.655 -3.800 -0.2 -0.2 0.2
H 2.275 -6.108 -6.612 -0.1 -0.1 0.1
H 2.505 -7.320 -5.309 0.0 0.3 -0.1
H 1.178 -6.114 -5.192 0.3 0.0 0.0
H 2.128 -7.092 -3.133 0.3 0.4 0.3
H 2.409 -6.806 -0.714 0.0 0.3 -0.2
H 1.235 -6.261 0.657 0.0 0.2 0.2
H 0.720 -7.756 2.523 0.2 0.4 0.0

Record 5
69
Properties=species:S:1:pos:R:3:forces:R:3 method="wB97M-V/def2-TZVPD" orbital_gap_ev=5.2 e_homo_ev=-9.880 charge=+1 lumo_energy_ev=-4.69 total_energy_ha=-3954.76796 fmax_ha_per_bohr=0.04849
N -2.149 -1.782 3.977 0.5 0.1 0.0
C -0.989 -1.029 3.506 -0.1 0.2 -0.5
C -0.853 -0.916 1.974 -0.1 -0.5 0.7
C -0.870 -2.319 1.365 -0.2 0.6 0.3
N -0.041 -2.427 0.145 0.5 0.5 -0.8
N 0.146 -1.276 -0.508 -0.1 -0.6 0.2
C 0.842 -1.286 -1.620 0.0 0.5 -0.7
C 0.955 0.061 -2.294 -0.2 0.3 0.9
C 1.266 1.148 -1.269 0.3 -1.5 0.5
C 2.537 0.972 -0.528 0.5 2.0 -1.4
O 2.299 1.986 -1.585 -0.2 1.0 0.0
C 1.426 -2.459 -2.174 -0.5 -0.6 0.5
C 2.235 -2.471 -3.431 0.1 0.4 0.8
C 3.720 -2.180 -3.201 -0.9 -0.5 0.7
O 4.429 -1.807 -4.035 1.1 0.6 -1.2
Br 4.443 -2.518 -1.407 -0.1 -0.1 0.1
C 1.194 -3.628 -1.484 -0.1 1.1 -0.1
C 0.436 -3.579 -0.307 0.0 -1.1 0.2
C 0.180 -4.854 0.438 -0.1 0.1 0.2
C 1.151 -5.069 1.622 -0.2 0.4 -0.4
C 2.468 -5.717 1.218 0.4 -0.1 0.5
C 2.261 -6.908 0.320 0.7 0.5 -0.2
O 1.634 -7.859 0.623 -0.9 -0.7 0.2
O 2.814 -6.807 -0.923 0.2 -0.2 -0.1
H -2.858 -1.904 3.270 -0.1 0.0 0.1
H -1.868 -2.674 4.354 -0.3 -0.1 0.0
H -1.005 -0.014 3.897 0.0 0.1 0.1
H -0.065 -1.488 3.856 0.0 -0.1 0.3
H -1.666 -0.312 1.582 0.1 0.2 -0.2
H 0.105 -0.438 1.792 0.0 0.2 -0.3
H -0.514 -3.007 2.121 0.2 -0.3 -0.2
H -1.883 -2.614 1.106 -0.1 -0.1 -0.2
H 1.781 0.099 -2.992 -0.1 -0.1 -0.4
H 0.000 0.321 -2.746 0.0 -0.2 -0.5
H 0.432 1.563 -0.719 -0.1 0.2 0.0
H 2.687 1.498 0.402 0.0 -0.5 0.4
H 3.362 0.477 -1.015 0.0 -1.3 0.9
H 1.905 -1.698 -4.114 -0.1 -0.1 -0.3
H 2.182 -3.443 -3.912 0.0 -0.1 -0.1
H 1.595 -4.567 -1.834 -0.1 -0.2 0.1
H 0.258 -5.663 -0.283 0.0 -0.2 0.0
H -0.845 -4.899 0.797 -0.1 0.2 0.0
H 1.382 -4.100 2.063 0.0 0.1 0.2
H 0.631 -5.641 2.381 0.1 -0.3 0.0
H 2.948 -6.087 2.124 0.0 -0.1 0.1
H 3.172 -5.005 0.792 -0.1 0.2 -0.2
H 3.671 -6.366 -0.858 -0.1 0.2 -0.2
C 0.188 4.918 -0.862 0.0 0.0 -0.1
C -1.316 4.728 -0.993 0.1 0.1 0.0
N -2.004 4.704 0.284 -0.1 -0.2 0.1
C -3.383 4.257 0.186 -0.1 -0.1 0.0
C -4.372 5.117 -0.610 -0.1 0.0 0.1
C -1.770 5.852 1.146 0.2 0.2 0.1
C -2.121 7.244 0.603 0.0 0.0 0.1
H 0.626 4.161 -0.209 0.0 0.0 0.1
H 0.656 4.823 -1.842 0.0 0.0 0.0
H 0.444 5.902 -0.471 0.0 0.0 0.0
H -1.497 3.766 -1.484 -0.1 0.0 0.0
H -1.710 5.499 -1.672 0.0 0.0 0.0
H -3.772 4.114 1.198 0.1 0.1 0.0
H -3.369 3.256 -0.261 0.1 0.0 -0.1
H -4.659 6.014 -0.066 0.0 0.0 0.0
H -5.286 4.549 -0.792 0.0 0.0 0.0
H -3.972 5.413 -1.580 0.0 0.0 0.0
H -0.714 5.853 1.426 0.0 0.0 -0.1
H -2.304 5.687 2.085 -0.1 -0.1 -0.1
H -1.779 7.384 -0.423 0.0 0.0 0.0
H -1.635 8.006 1.215 0.0 0.0 0.0
H -3.190 7.442 0.639 0.0 0.0 -0.1

Record 6
27
Properties=species:S:1:pos:R:3:forces:R:3 method="wB97M-V/def2-TZVPD" orbital_gap_ev=7.0 e_homo_ev=-9.175 charge=0 lumo_energy_ev=-2.16 total_energy_ha=-1675.09960 fmax_ha_per_bohr=0.01796
O -2.815 1.953 -3.650 0.1 -0.2 -0.3
N -2.640 1.372 -2.698 -0.4 0.2 0.3
O -1.232 1.694 -2.151 0.4 0.3 0.1
C -1.211 1.494 -0.780 -0.7 -0.4 -0.4
S -0.154 2.777 0.002 0.6 -0.3 0.6
C 0.327 3.874 -1.329 0.0 0.4 -0.2
C -0.850 4.596 -1.956 0.1 -0.1 0.1
O -1.596 5.289 -1.361 -0.2 0.0 0.1
F -0.940 4.393 -3.261 0.1 0.1 -0.1
H -2.207 1.578 -0.336 0.1 0.0 0.1
H -0.778 0.567 -0.419 0.1 -0.1 -0.2
H -1.027 3.570 0.652 -0.2 0.1 -0.3
H 0.962 4.621 -0.848 0.0 0.0 0.0
H 0.934 3.329 -2.048 -0.2 -0.2 0.1
B 1.019 -3.190 1.560 0.1 -0.2 0.0
O 2.349 -3.301 0.975 0.0 0.0 0.0
C 3.076 -4.164 1.688 0.0 0.0 0.0
O 4.205 -4.479 1.474 0.0 0.0 0.0
C 2.176 -4.672 2.845 0.0 0.0 0.0
O 2.485 -5.452 3.691 0.0 0.0 0.0
O 0.994 -4.066 2.720 0.0 0.0 0.0
O 0.727 -1.764 1.943 -0.1 0.0 0.0
C -0.321 -1.352 1.301 -0.1 0.0 0.0
O -0.822 -0.249 1.356 0.2 0.2 0.1
C -0.837 -2.494 0.396 0.0 0.0 0.0
O -1.776 -2.399 -0.344 0.0 0.0 0.0
O -0.045 -3.524 0.578 0.0 0.1 0.1